(1)
The following is a DFT calculation (ωB97M-V/def2-TZVPD) of C13H48FN19O11Si2 as an isolated structure.

Output
Electronic energy = -83578.6872 eV
HOMO-LUMO gap = 8.51 eV
F_max = 0.0099 hartree/bohr
Highest occupied orbital energy = -8.20 eV

Structure (ORCA input):
```
! RIJCOSX wB97M-V def2-TZVPD def2/J DEFGRID3
* xyz 0 1
C -3.165 -0.775 1.128
N -3.570 0.622 1.066
C -5.015 0.828 0.994
Si -5.692 0.517 2.716
O -7.304 0.961 2.828
Si -8.475 0.658 1.720
C -9.998 0.110 2.687
C -11.357 0.313 2.080
O -12.411 0.040 2.523
F -11.274 0.889 0.845
H -3.193 -1.176 2.146
H -3.780 -1.439 0.500
H -2.141 -0.833 0.771
H -3.114 1.005 0.246
H -5.193 1.890 0.793
H -5.498 0.251 0.189
H -5.523 -0.886 3.128
H -4.937 1.387 3.637
H -8.748 1.875 0.935
H -8.082 -0.443 0.811
H -9.934 -0.963 2.889
H -10.013 0.601 3.664
C -0.064 1.215 -0.533
O -1.105 0.576 -0.612
N 0.019 2.385 0.163
N 1.096 0.782 -1.101
H 0.873 2.901 0.263
H -0.811 2.711 0.625
H 1.074 -0.104 -1.572
H 1.974 1.262 -1.006
C 3.187 2.035 -4.551
O 4.097 1.971 -3.739
N 1.901 1.712 -4.197
N 3.362 2.423 -5.844
H 1.121 1.745 -4.826
H 1.748 1.431 -3.246
H 4.288 2.677 -6.161
H 2.596 2.470 -6.488
C 2.451 -0.870 1.954
O 3.212 0.043 1.628
N 1.098 -0.683 1.967
N 2.879 -2.102 2.295
H 0.437 -1.396 2.209
H 0.766 0.226 1.703
H 3.874 -2.261 2.277
H 2.267 -2.856 2.563
C -3.733 4.683 4.207
O -2.774 4.166 3.667
N -4.942 4.826 3.579
N -3.680 5.171 5.486
H -5.741 5.260 3.999
H -5.014 4.466 2.646
H -2.809 5.078 5.973
H -4.460 5.595 5.950
C -6.231 -3.828 4.616
O -5.313 -3.179 4.154
N -7.517 -3.356 4.637
N -6.061 -5.076 5.156
H -8.291 -3.865 5.018
H -7.665 -2.435 4.269
H -5.130 -5.446 5.165
H -6.808 -5.618 5.543
C 5.956 -2.825 0.345
O 5.818 -3.386 1.422
N 5.614 -1.526 0.146
N 6.470 -3.480 -0.746
H 5.709 -1.047 -0.729
H 5.218 -1.020 0.924
H 6.725 -4.441 -0.624
H 6.590 -3.045 -1.640
C 6.903 3.825 -7.163
O 6.089 2.979 -6.823
N 6.694 4.668 -8.213
N 8.094 3.964 -6.512
H 7.357 5.363 -8.500
H 5.831 4.576 -8.714
H 8.245 3.385 -5.705
H 8.794 4.639 -6.762
C 0.602 -5.407 3.206
O 1.421 -4.582 2.832
N -0.733 -5.138 3.275
N 0.978 -6.664 3.579
H -1.412 -5.810 3.577
H -1.043 -4.224 3.003
H 1.956 -6.879 3.536
H 0.332 -7.365 3.889
C 10.855 0.779 -6.790
O 11.682 1.659 -6.959
N 9.512 1.028 -6.831
N 11.209 -0.520 -6.543
H 8.805 0.331 -6.691
H 9.238 1.976 -7.014
H 12.189 -0.727 -6.505
H 10.544 -1.255 -6.400
*
```



(2)
The following is a DFT calculation (ωB97M-V/def2-TZVPD) of a 2-piece molecular cluster, C2H2ClO3 overall at a distorted geometry.

Output
Electronic energy = -20770.5005 eV
HOMO-LUMO gap = 7.92 eV
F_max = 0.0698 hartree/bohr
Highest occupied orbital energy = -4.01 eV

Structure (ORCA input):
```
! RIJCOSX wB97M-V def2-TZVPD def2/J DEFGRID3
* xyz -1 1
C -0.952 2.349 -1.533
C -1.430 0.988 -1.606
O -0.214 3.183 -1.169
O -2.016 2.304 -2.201
O 0.928 0.987 0.660
Cl -0.334 0.253 -2.983
H 0.371 1.501 0.066
H 1.211 0.162 0.222
*
```



(3)
The following is a DFT calculation (ωB97M-V/def2-TZVPD) of C46H37CdGeN6O2 as an isolated structure at a distorted geometry.

Output
Electronic energy = -122406.6082 eV
HOMO-LUMO gap = 6.60 eV
F_max = 0.0765 hartree/bohr
Highest occupied orbital energy = -9.46 eV

Structure (ORCA input):
```
! RIJCOSX wB97M-V def2-TZVPD def2/J DEFGRID3
* xyz 1 1
Cd 1.288 1.061 0.568
C 2.670 -0.012 -2.253
O 1.280 -0.231 -1.839
C 0.311 0.525 -2.624
C 0.353 0.313 -4.000
C -0.537 0.917 -4.818
C -1.440 1.821 -4.231
C -1.463 2.001 -2.905
C -0.518 1.397 -2.023
N -0.414 1.629 -0.690
N -1.536 2.208 -0.239
C -1.665 2.624 0.978
C -0.565 3.021 1.848
O 0.517 3.180 1.326
C -0.808 3.289 3.277
C -2.262 3.265 3.837
C -3.303 3.221 2.802
C -4.605 3.500 3.151
C -5.590 3.641 2.253
C -5.329 3.557 0.873
C -4.061 3.281 0.464
C -3.010 3.127 1.420
H 2.882 1.084 -2.253
H 3.264 -0.522 -1.466
H 2.759 -0.531 -3.239
H 0.962 -0.520 -4.270
H -0.787 0.594 -5.842
H -2.174 2.246 -4.885
H -2.182 2.655 -2.345
H -0.169 4.106 3.587
H -2.518 4.166 4.361
H -4.851 3.793 4.200
H -6.607 3.826 2.532
H -6.210 3.716 0.215
H -3.827 3.375 -0.528
C -2.962 -3.512 -0.594
C -3.217 -2.157 -0.902
C -2.598 -1.165 -0.183
C -1.753 -1.507 0.875
C -1.534 -2.798 1.224
C -2.117 -3.854 0.478
N -0.843 -0.552 1.440
C -0.989 -0.016 2.631
C -2.150 -0.274 3.470
C -2.623 0.659 4.284
C -1.944 1.917 4.626
C -0.432 2.052 4.154
C 0.041 0.879 3.240
N 1.187 0.790 2.728
N 2.145 1.626 3.184
C 3.297 1.627 2.434
C 4.449 2.082 3.053
C 5.672 2.083 2.426
C 5.794 1.634 1.084
C 4.606 1.228 0.513
N 3.391 1.204 1.142
H -3.546 -4.270 -1.108
H -3.958 -1.921 -1.643
H -2.617 -0.148 -0.460
H -0.827 -3.085 2.056
H -1.978 -4.889 0.692
H -2.650 -1.202 3.296
H -3.629 0.569 4.789
H -2.033 2.139 5.725
H 0.220 2.155 4.974
H 4.281 2.592 4.012
H 6.484 2.483 2.963
H 6.745 1.502 0.492
H 4.688 0.929 -0.551
Ge 0.693 -2.220 -1.836
C 0.838 -2.761 -3.638
C -0.365 -2.788 -4.369
C -0.421 -2.762 -5.787
C 0.755 -2.836 -6.429
C 2.051 -2.925 -5.733
C 2.031 -2.970 -4.379
C 2.004 -2.938 -0.473
C 2.956 -3.838 -0.781
C 3.834 -4.234 0.215
C 3.711 -3.777 1.507
C 2.663 -2.924 1.853
C 1.814 -2.452 0.839
H -0.703 -2.150 -1.286
H -1.341 -2.776 -3.907
H -1.348 -2.856 -6.260
H 0.703 -2.909 -7.483
H 2.968 -2.950 -6.329
H 2.985 -3.174 -3.910
H 3.201 -4.252 -1.802
H 4.576 -5.031 0.021
H 4.360 -4.221 2.235
H 2.565 -2.602 2.818
H 1.016 -1.777 1.128
*
```



(4)
The following is a DFT calculation (ωB97M-V/def2-TZVPD) of one molecule with the formula C8H13PS at a distorted geometry.

Output
Electronic energy = -28628.3209 eV
HOMO-LUMO gap = 9.10 eV
F_max = 0.0868 hartree/bohr
Highest occupied orbital energy = -8.51 eV

Structure (ORCA input):
```
! RIJCOSX wB97M-V def2-TZVPD def2/J DEFGRID3
* xyz 0 1
C -0.244 -1.150 -0.844
C -0.742 1.357 -0.632
C -1.486 -0.868 -0.566
C -1.772 0.494 -0.293
C -2.557 -1.893 -0.523
C -2.975 0.827 0.516
C 4.561 0.356 0.807
C 1.943 0.489 -0.051
P 0.613 0.374 -1.325
S 3.447 -0.553 -0.313
H 0.256 -2.189 -0.985
H -0.673 2.380 -0.431
H -3.439 -1.353 -1.017
H -2.912 -2.217 0.520
H -2.436 -2.751 -1.077
H -3.113 -0.086 1.165
H -3.876 0.916 0.038
H -2.675 1.851 1.042
H 5.636 0.304 0.749
H 4.303 0.269 1.869
H 4.157 1.365 0.500
H 1.628 0.490 1.027
H 2.357 1.589 -0.175
*
```



(5)
The following is a DFT calculation (ωB97M-V/def2-TZVPD) of an isolated ion of composition CH4N2O3P and charge -1 at a distorted geometry.

Output
Electronic energy = -19515.2877 eV
HOMO-LUMO gap = 8.43 eV
F_max = 0.0908 hartree/bohr
Highest occupied orbital energy = -4.20 eV

Structure (ORCA input):
```
! RIJCOSX wB97M-V def2-TZVPD def2/J DEFGRID3
* xyz -1 1
C 0.333 1.076 -0.621
N 0.202 -2.417 0.893
N 1.233 -1.948 1.323
O 0.848 0.335 1.989
O 3.222 -0.248 1.105
O 1.400 0.220 -0.530
P 1.749 -0.279 0.984
H 0.410 2.014 -1.056
H 0.006 1.336 0.393
H -0.416 0.385 -1.199
H -0.071 -3.279 1.423
*
```



(6)
The following is a DFT calculation (ωB97M-V/def2-TZVPD) of an isolated ion of composition C7H15NO3P and charge -1 at a distorted geometry.

Output
Electronic energy = -24425.3950 eV
HOMO-LUMO gap = 7.45 eV
F_max = 0.0971 hartree/bohr
Highest occupied orbital energy = -4.08 eV

Structure (ORCA input):
```
! RIJCOSX wB97M-V def2-TZVPD def2/J DEFGRID3
* xyz -1 1
C -0.525 1.098 -1.417
C 0.467 0.966 -0.222
C -1.288 0.866 -0.182
C 2.820 0.066 -0.118
C 0.882 -1.414 -0.828
C 1.062 -0.754 1.542
C 1.303 -0.315 0.074
N -1.777 2.038 0.518
O -2.449 -1.233 -1.325
O -1.960 -1.458 1.148
O -3.874 0.303 0.139
P -2.561 -0.433 -0.134
H -0.445 1.990 -1.899
H -0.558 0.311 -2.108
H 0.680 1.907 0.205
H 3.218 -0.976 -0.113
H 3.358 0.744 0.652
H 3.005 0.611 -1.049
H 1.474 -2.322 -0.671
H -0.134 -1.501 -0.666
H 0.930 -1.276 -1.959
H 1.796 -1.388 1.915
H 0.104 -1.210 1.406
H 1.178 -0.051 2.366
H -1.733 2.902 0.019
H -2.234 -1.226 2.005
H -2.738 1.756 0.703
*
```



(7)
The following is a DFT calculation (ωB97M-V/def2-TZVPD) of C2H6OSn as an isolated structure at a distorted geometry.

Output
Expectation value of S² = 0.75
Electronic energy = -10009.1031 eV
HOMO-LUMO gap (spin up / spin down) = 8.42 / 6.71 eV
F_max = 0.0810 hartree/bohr
Highest occupied orbital energy (spin up / spin down) = -25.78 / -25.46 eV

Structure (ORCA input):
```
! RIJCOSX wB97M-V def2-TZVPD def2/J DEFGRID3
* xyz 3 2
Sn -1.724 3.196 -1.180
C 1.084 -0.614 0.037
C -0.259 -0.084 0.544
O -1.069 0.346 -0.538
H 1.727 -0.868 0.881
H 1.664 0.034 -0.620
H 1.051 -1.614 -0.395
H -0.207 0.871 1.067
H -0.856 -0.799 1.111
H -1.411 -0.470 -0.909
*
```



Among the records above, which one has the highest electronic energy? C2H6OSn



Look up the F_max of the third one. 0.0765 hartree/bohr



What is the formula in the first record? C13H48FN19O11Si2



The highest F_max belongs to which entry? C7H15NO3P